{
  "formula": "C27H49NO2P2Pt",
  "method": "ωB97M-V with the def2-TZVPD basis set",
  "species": ["H", "H", "H", "Pt", "H", "H", "C", "H", "C", "H", "C", "C", "H", "H", "C", "H", "H", "C", "H", "H", "H", "H", "H", "H", "H", "H", "H", "C", "C", "O", "H", "P", "H", "C", "C", "C", "C", "C", "C", "C", "H", "C", "H", "C", "H", "H", "O", "C", "H", "H", "H", "H", "H", "C", "H", "H", "H", "H", "H", "H", "C", "H", "H", "H", "H", "H", "H", "C", "H", "H", "C", "C", "C", "H", "P", "C", "H", "H", "H", "C", "N", "C"],
  "positions_angstrom": [[0.3484, -4.9754, -2.3770], [-1.1346, 2.3266, -4.5079], [0.3892, -1.3068, 2.6170], [-0.1262, -0.5605, -1.0089], [-2.0618, -0.4362, 1.8806], [-0.3037, -2.6895, 3.5319], [0.7060, 1.2651, -3.8417], [-2.9451, -4.5965, 0.7452], [-2.5879, -1.3803, 2.1231], [-1.0309, -1.1572, -2.6138], [3.5110, 1.3658, -2.2843], [-1.9364, 0.0193, -1.2676], [1.2458, -0.7521, -3.1167], [1.4498, -2.5724, 3.2959], [-0.7771, 3.4118, 4.0321], [0.7518, 4.7530, -2.0689], [-1.7322, 3.3606, 3.5216], [-0.5179, 3.0041, -1.8333], [-2.1509, -2.6661, -2.1378], [-1.4198, 2.5673, -2.2961], [2.2082, 1.6827, 4.2577], [0.1259, 4.1698, -3.6326], [0.7106, -3.2405, -2.2239], [-1.3101, 5.1464, 5.2444], [3.4735, 0.3344, -1.8782], [-2.2161, -1.7636, 3.0840], [1.1028, -5.0052, 2.5342], [0.2702, 2.5177, 3.7138], [1.4662, 2.4731, 4.4698], [2.6807, -0.9957, 0.1319], [1.2479, -4.3860, -0.9743], [-0.7515, -2.5361, 0.2508], [-3.6663, -1.1579, 2.2498], [0.2158, 1.6775, 2.5506], [0.2501, -4.7156, 1.8967], [1.6228, -0.8347, -0.3644], [0.6404, 4.3434, 5.7430], [-3.0278, -3.7817, 1.4812], [1.6855, 3.4319, 5.4584], [-0.7565, 1.3053, -4.3632], [-0.8078, 0.8110, -5.3396], [2.6763, 2.5198, -0.2425], [-3.0382, -2.0830, 0.1569], [2.3858, 2.2172, -1.7135], [2.3366, 3.1603, -2.2851], [3.5277, 1.3425, -3.3939], [-3.0232, 0.3963, -1.3188], [-0.5670, 4.3747, 5.0161], [-1.0900, -4.8660, -0.2980], [2.2347, 3.4734, 0.0886], [2.3273, 1.7174, 0.4335], [-0.4313, -1.7201, -2.3890], [-0.6566, -4.9031, 2.4814], [1.3967, -0.0798, -4.0238], [1.2632, 2.1230, -4.2977], [0.2500, -5.3953, 1.0336], [-2.5654, -4.1117, 2.4180], [3.7757, 2.6059, -0.1056], [-1.4867, 0.7940, -3.7197], [0.8195, 5.0606, 6.5475], [-0.9101, -3.9701, -0.9230], [-4.1039, -3.6396, 1.6949], [-2.0669, -4.3966, -2.6797], [2.4899, 0.0378, -4.1349], [1.3651, -3.1193, 1.0170], [4.4716, 1.8266, -1.9538], [2.6714, 3.4530, 5.9819], [0.4087, -3.2353, 1.5414], [0.9242, -0.5285, -4.9409], [-1.5996, 3.9983, -0.2793], [-0.1026, 4.2734, -2.5579], [0.4700, -2.3894, 2.8090], [0.4218, -4.1431, -1.6660], [-1.0704, 2.3525, 0.1902], [0.6785, 1.5284, -1.9788], [-0.7806, 3.2651, -0.3517], [-3.1090, -3.8467, -1.3107], [0.1130, 3.6938, 0.1201], [-0.9345, 4.9916, -2.4647], [-2.4471, -2.4400, 1.0172], [0.2622, 0.9258, 1.6106], [-2.1285, -3.7207, -1.8127]],
  "lowdin_charge": [0.12, 0.10, 0.03, 1.02, 0.04, 0.09, -0.48, 0.09, -0.10, 0.13, -0.08, -0.30, 0.01, 0.11, 0.09, 0.09, 0.15, -0.51, 0.03, 0.09, 0.16, 0.10, 0.05, 0.17, 0.07, 0.08, 0.12, -0.14, 0.08, 0.21, 0.10, 1.02, 0.11, -0.08, -0.05, -0.31, 0.05, -0.05, 0.11, -0.08, 0.11, -0.10, 0.09, -0.50, 0.13, 0.09, 0.26, 0.11, 0.12, 0.08, 0.03, 0.08, 0.09, -0.12, 0.15, 0.09, 0.09, 0.11, 0.05, 0.16, -0.52, 0.12, 0.12, 0.08, 0.08, 0.12, 0.18, -0.51, 0.12, 0.11, -0.06, -0.10, -0.08, 0.02, 1.02, -0.12, 0.10, 0.07, 0.12, -0.51, 0.17, -0.08],
  "fmax_ev_per_a": 8.97,
  "e_homo_ha": [-0.662, -0.777],
  "total_charge": 4,
  "spin_multiplicity": 5
}